Record 1
14
Properties=species:S:1:pos:R:3 method="wB97M-V/def2-TZVPD" energy_ha=-361.80955 orbital_gap_ev=8.946 lumo_ev=0.387 spin_multiplicity=1 e_above_lowest_kj_mol=187.2 e_homo_ev=-8.56
C 0.0530 1.4228 -0.1863
C 0.2148 -0.0871 -0.2144
C 1.2672 -0.6467 -0.8766
O 1.4016 -0.2857 -2.1569
C -0.4704 -0.9844 0.7077
O -0.1469 -2.1630 0.8089
N -1.5293 -0.4592 1.4065
H 0.3873 1.7365 0.8149
H 0.7149 1.9246 -0.9010
H -0.9559 1.8198 -0.3334
H 0.4677 0.0134 -2.2334
H 2.0133 -1.3343 -0.4822
H -1.9948 0.3782 1.0923
H -2.0912 -1.1397 1.8935

Record 2
14
Properties=species:S:1:pos:R:3 method="wB97M-V/def2-TZVPD" energy_ha=-361.70413 orbital_gap_ev=8.736 lumo_ev=-0.624 spin_multiplicity=1 e_above_lowest_kj_mol=464.0 e_homo_ev=-9.36
O 2.5568 -0.6994 0.3302
C 0.9512 0.1852 0.4056
C -0.1074 1.4315 0.0380
N -1.3144 0.8590 -0.5584
C -1.3245 -0.5729 -0.2778
C 0.1065 -0.9784 0.0299
O 0.5536 -2.0904 -0.1313
H 2.4177 -1.6922 0.3860
H 1.3389 0.3803 1.3745
H -0.4175 1.8462 1.0228
H 0.2212 2.2917 -0.5450
H -1.3335 1.0122 -1.5595
H -1.7124 -1.1539 -1.1184
H -1.9363 -0.8189 0.6036

Record 3
14
Properties=species:S:1:pos:R:3 method="wB97M-V/def2-TZVPD" energy_ha=-361.68979 orbital_gap_ev=10.195 lumo_ev=0.886 spin_multiplicity=1 e_above_lowest_kj_mol=501.6 smiles="C[C@H]1[C@H](C=O)N1O" e_homo_ev=-9.31
C 1.6227 0.6043 0.6617
C 0.2079 0.3111 0.2064
N -0.4240 -0.7315 0.9127
O -1.4016 -0.1123 1.7529
C -0.2483 -0.7638 -0.6931
C -1.0862 -0.1857 -1.7945
O -0.5157 0.1837 -2.7989
H 1.9996 -0.2989 1.1617
H 2.2926 0.8322 -0.1669
H 1.6598 1.4075 1.4054
H -1.7079 -0.7990 2.3636
H 0.4515 -1.5107 -1.0931
H -2.1869 -0.1579 -1.7010
H -0.5778 1.0822 -0.1301

Record 4
14
Properties=species:S:1:pos:R:3 method="wB97M-V/def2-TZVPD" energy_ha=-361.81370 orbital_gap_ev=10.953 lumo_ev=0.752 spin_multiplicity=1 e_above_lowest_kj_mol=176.3 e_homo_ev=-10.20
C -1.7618 -0.9309 -0.0079
C -0.3098 -0.6036 0.1492
C 0.0088 0.8487 0.5373
N 1.4032 1.0171 0.7247
C 2.3194 0.1989 0.6681
O 3.3409 -0.3509 0.6920
O 0.5710 -1.4191 0.0537
H -2.3207 -0.3838 0.7521
H -1.9495 -2.0028 0.0693
H -2.1075 -0.5855 -0.9828
H 0.4561 0.6073 -2.4460
H -0.5224 1.1110 1.4629
H -0.3717 1.5677 -0.2043
H 1.0867 0.7361 -1.9252

Record 5
14
Properties=species:S:1:pos:R:3 method="wB97M-V/def2-TZVPD" energy_ha=-361.81827 orbital_gap_ev=10.336 lumo_ev=0.724 spin_multiplicity=1 e_above_lowest_kj_mol=164.3 smiles="O=CN1CC(O)C1" e_homo_ev=-9.61
O -2.0569 -0.1597 -0.9283
C -1.2418 -0.2817 0.2140
C 0.0022 -1.1857 -0.0096
N 0.8443 -0.0224 0.2833
C -0.2729 0.8968 0.4523
C 2.0873 0.2923 -0.1580
O 2.5326 1.4225 -0.1964
H -2.3148 0.7668 -1.0488
H -1.8126 -0.5779 1.1042
H 0.1429 -2.0033 0.7065
H 0.0834 -1.5712 -1.0314
H -0.3229 1.3871 1.4301
H -0.3352 1.6389 -0.3520
H 2.6645 -0.6026 -0.4661

Record 6
14
Properties=species:S:1:pos:R:3 method="wB97M-V/def2-TZVPD" energy_ha=-361.70536 orbital_gap_ev="9.063 / 9.063" lumo_ev="-0.621 / -0.620" spin_multiplicity=1 e_above_lowest_kj_mol=460.8 e_homo_ev="-9.68 / -9.68"
O -0.8226 1.9851 -0.0941
C -0.0140 0.8965 -0.4014
C 1.1661 0.4412 0.4577
N 1.2476 -0.7613 -0.3657
C -0.6927 -0.4209 -0.5329
C -1.0708 -1.4867 0.4285
O -0.4184 -1.8825 1.3727
H -0.4070 2.7489 -0.5126
H 0.4665 1.0273 -1.3841
H 0.8783 0.2567 1.4999
H 2.0055 1.1358 0.3804
H 1.1793 -1.5540 0.2739
H -1.5389 -0.3355 -1.2505
H -1.9789 -2.0506 0.1282

What molar mass values result from the calculations? In sequence: 101.1, 101.1, 101.1, 101.1, 101.1, 101.1 g/mol.